A structure of composition C20H14ClFeNO2PSSe2 at a distorted geometry. Source: the Open Molecules 2025 dataset; level of theory: ωB97M-V with the def2-TZVPD basis set.

As for the max |F|: 5.35 eV Å⁻¹. The expectation value of S² is 6.03. As for the multiplicity: 5. Its molar mass is 612.60 g/mol. As for the HOMO energy (alpha / beta): -4.4 / -4.6 eV. The calculation puts the orbital gap (alpha / beta) at 0.2326 / 0.2391 hartree. The LUMO energy (alpha / beta) is 0.071 / 0.069 hartree. As for the net charge: -1.

```
43
C20H14ClFeNO2PSSe2 ωB97M-V with the def2-TZVPD basis set
Fe -1.651 -1.440 -0.473
Cl -5.979 -0.570 5.281
C -4.791 -0.590 4.017
C -3.616 0.124 4.199
C -2.644 0.074 3.198
C -2.852 -0.638 2.024
O -1.899 -0.727 1.123
C -4.103 -1.325 1.815
C -4.352 -1.997 0.609
O -3.635 -1.946 -0.458
C -5.046 -1.309 2.870
H -3.447 0.695 5.097
H -1.706 0.594 3.324
H -5.243 -2.634 0.554
H -5.973 -1.847 2.753
Se -0.961 0.950 -1.415
P 0.959 0.097 -0.803
Se 0.895 -1.843 0.187
C 2.030 -0.014 -2.283
C 2.494 -1.233 -2.755
C 3.231 -1.282 -3.923
C 3.511 -0.118 -4.618
C 3.048 1.102 -4.145
C 2.306 1.157 -2.981
C 1.834 1.226 0.334
C 3.073 0.826 0.826
C 3.712 1.594 1.778
C 3.117 2.755 2.251
C 1.880 3.150 1.764
C 1.238 2.386 0.806
H 2.272 -2.139 -2.208
H 3.577 -2.235 -4.297
H 4.072 -0.163 -5.542
H 3.259 2.009 -4.695
H 1.914 2.093 -2.606
H 3.507 -0.100 0.476
H 4.674 1.286 2.165
H 3.615 3.346 3.009
H 1.415 4.052 2.140
H 0.267 2.674 0.425
S -1.263 -3.211 -4.617
C -1.348 -2.625 -3.154
N -1.392 -2.202 -2.053
```



The molecule C13H12ClN3O5S at a distorted geometry. Source: the Open Molecules 2025 dataset; level of theory: ωB97M-V with the def2-TZVPD basis set.

The value obtained for the relative energy (zero: lowest compared OMol25 entry of this formula, charge and spin) is 89.6 kJ/mol. As for the SMILES: C/C(=N\NS(=O)(=O)c1ccc(Cl)c([N+](=O)[O-])c1)c1ccc(C)o1. As for the max |F|: 5.30 eV Å⁻¹. Its molar mass is 357.77 g/mol. As for the HOMO energy: -7.3 eV. The calculation puts the orbital gap at 0.2326 hartree. The LUMO energy is -0.036 hartree. As for the net charge: 0.

```
35
C13H12ClN3O5S ωB97M-V with the def2-TZVPD basis set
C -0.733 0.939 -2.781
C -1.519 0.446 -1.608
N -1.483 1.150 -0.425
N -0.328 1.310 0.247
S 1.346 0.949 -0.195
O 1.915 2.094 -0.952
O 1.357 -0.320 -0.935
C 2.216 0.811 1.373
C 2.166 -0.432 2.038
C 2.729 -0.483 3.312
C 3.351 0.672 3.874
Cl 3.999 0.426 5.445
C 3.359 1.908 3.196
N 3.887 3.109 3.708
O 3.154 4.075 3.665
O 5.026 3.091 4.123
C 2.774 1.967 1.928
C -2.360 -0.771 -1.728
C -3.090 -1.321 -0.692
C -3.708 -2.470 -1.251
C -3.381 -2.494 -2.583
C -3.909 -3.480 -3.584
O -2.570 -1.446 -2.911
H 0.129 1.502 -2.441
H -0.406 0.097 -3.410
H -1.368 1.601 -3.326
H -0.328 2.120 0.842
H 1.739 -1.349 1.652
H 2.730 -1.384 3.893
H 2.802 2.907 1.395
H -3.066 -0.995 0.330
H -4.366 -3.155 -0.753
H -4.315 -2.902 -4.414
H -3.040 -4.067 -3.911
H -4.710 -4.105 -3.120
```



A cluster of 5 separate species, C18H37N3O6 in total at a distorted geometry. Source: the Open Molecules 2025 dataset; level of theory: ωB97M-V with the def2-TZVPD basis set.

The value obtained for the relative energy (zero: lowest compared OMol25 entry of this formula, charge and spin) is 0.0 kJ/mol. As for the SMILES: CCN(CC)CC.O=C1CCCO1.O=C1CCCO1.CC(N)=O.CC(N)=O. As for the max |F|: 5.71 eV Å⁻¹. Its molar mass is 391.51 g/mol. As for the HOMO energy: -7.9 eV. The calculation puts the orbital gap at 0.3077 hartree. The LUMO energy is 0.016 hartree. As for the net charge: 0.

```
64
C18H37N3O6 ωB97M-V with the def2-TZVPD basis set
C -5.546 4.543 6.243
C -4.514 3.526 5.860
N -5.073 2.306 5.137
C -4.234 1.183 5.401
C -2.797 1.246 4.993
C -5.398 2.635 3.721
C -5.902 1.453 2.862
H -6.364 4.041 6.759
H -6.139 4.927 5.413
H -5.257 5.372 6.889
H -3.637 3.826 5.286
H -4.000 3.275 6.788
H -4.605 0.400 4.740
H -4.384 0.925 6.450
H -2.593 1.209 3.923
H -2.290 0.413 5.480
H -2.289 2.077 5.483
H -6.215 3.347 3.844
H -4.512 3.131 3.327
H -6.217 1.861 1.901
H -5.139 0.771 2.486
H -6.725 0.913 3.330
O 1.351 -3.745 -9.742
C 0.468 -3.336 -9.007
C -1.032 -3.319 -9.279
C -1.465 -2.184 -8.365
C -0.425 -2.309 -7.167
O 0.697 -2.830 -7.731
H -1.375 -3.157 -10.301
H -1.492 -4.257 -8.967
H -1.444 -1.265 -8.950
H -2.435 -2.332 -7.890
H -0.270 -1.289 -6.815
H -0.845 -2.934 -6.380
O 3.682 -3.500 -2.931
C 4.736 -2.985 -3.254
C 5.056 -2.018 -4.379
C 6.469 -2.348 -4.670
C 7.014 -2.847 -3.401
O 5.917 -3.391 -2.717
H 4.394 -2.046 -5.244
H 5.038 -1.042 -3.894
H 6.331 -3.203 -5.333
H 6.982 -1.521 -5.159
H 7.823 -3.559 -3.563
H 7.427 -2.009 -2.839
C 4.572 0.785 6.319
C 3.627 0.584 5.100
N 3.531 1.602 4.258
O 2.801 -0.328 5.049
H 5.586 0.580 5.973
H 4.330 0.268 7.247
H 4.572 1.837 6.602
H 2.783 1.707 3.587
H 4.354 2.174 4.137
C 0.315 0.573 -1.665
C 0.558 0.363 -0.214
N 0.838 -0.876 0.186
O 0.530 1.242 0.544
H 0.368 -0.250 -2.378
H 0.935 1.373 -2.069
H -0.659 1.052 -1.769
H 1.184 -1.608 -0.418
H 1.005 -1.037 1.169
```



A structure of composition C3H3Cl2F at a distorted geometry. Source: the Open Molecules 2025 dataset; level of theory: ωB97M-V with the def2-TZVPD basis set.

The value obtained for the relative energy (zero: lowest compared OMol25 entry of this formula, charge and spin) is 131.5 kJ/mol. As for the max |F|: 6.60 eV Å⁻¹. Its molar mass is 128.96 g/mol. As for the HOMO energy: -9.0 eV. The calculation puts the orbital gap at 0.3581 hartree. The LUMO energy is 0.029 hartree. As for the net charge: 0.

```
9
C3H3Cl2F ωB97M-V with the def2-TZVPD basis set
C 1.031 0.549 -0.245
C -0.518 0.250 -0.241
C -0.964 -0.899 0.297
H 1.445 1.633 0.022
H 1.305 0.586 -1.293
H 1.608 -0.240 0.390
F -1.248 1.162 -0.752
Cl -0.143 -2.098 1.252
Cl -2.516 -0.944 0.571
```



A structure of composition C4H8N4 at a distorted geometry. Source: the Open Molecules 2025 dataset; level of theory: ωB97M-V with the def2-TZVPD basis set.

The value obtained for the relative energy (zero: lowest compared OMol25 entry of this formula, charge and spin) is 653.1 kJ/mol. As for the max |F|: 6.23 eV Å⁻¹. Its molar mass is 112.14 g/mol. As for the HOMO energy: -8.9 eV. The calculation puts the orbital gap at 0.3383 hartree. The LUMO energy is 0.011 hartree. As for the net charge: 0.

```
16
C4H8N4 ωB97M-V with the def2-TZVPD basis set
C -1.706 0.677 -0.467
C 0.471 -0.333 -0.748
C 2.780 -0.734 0.206
C 2.279 0.701 0.419
H -3.791 -0.611 1.197
H -4.149 0.441 -0.265
H -2.396 1.766 -0.069
H 0.519 -1.441 -1.002
H 2.078 -1.483 0.831
H 3.567 -1.200 -0.342
H 2.912 1.705 0.302
H 1.505 0.923 1.177
N -3.558 -0.508 0.109
N -2.180 -0.411 -0.119
N -0.313 0.616 -0.479
N 1.983 -0.107 -0.750
```



A cluster of 8 separate species, C30H74N2O8 in total at a distorted geometry. Source: the Open Molecules 2025 dataset; level of theory: ωB97M-V with the def2-TZVPD basis set.

The value obtained for the relative energy (zero: lowest compared OMol25 entry of this formula, charge and spin) is 152.2 kJ/mol. As for the SMILES: CC1(C)CCCC(C)(C)N1O.CC1(C)CCCC(C)(C)N1O.CCO.CCO.CCO.CCO.CCO.CCO. As for the max |F|: 2.59 eV Å⁻¹. Its molar mass is 590.93 g/mol. As for the HOMO energy: -8.2 eV. The calculation puts the orbital gap at 0.3179 hartree. The LUMO energy is 0.015 hartree. As for the net charge: 0.

```
114
C30H74N2O8 ωB97M-V with the def2-TZVPD basis set
C -1.911 -1.734 2.442
C -0.983 -2.899 2.005
C -1.274 -3.255 0.553
C 0.466 -2.436 2.099
C 0.979 -2.376 3.553
C 0.881 -3.809 4.058
C -0.563 -4.270 4.142
C -0.604 -5.753 4.487
C -1.278 -3.538 5.298
N -1.193 -4.098 2.827
O -2.565 -4.448 2.861
H -2.709 -1.535 1.720
H -2.400 -1.816 3.415
H -1.370 -0.787 2.494
H -2.237 -3.754 0.464
H -1.271 -2.357 -0.062
H -0.476 -3.932 0.247
H 1.223 -2.865 1.443
H 0.504 -1.372 1.820
H 1.984 -1.965 3.630
H 0.322 -1.719 4.128
H 1.359 -3.938 5.036
H 1.466 -4.475 3.416
H -1.575 -6.201 4.281
H -0.433 -5.905 5.557
H 0.161 -6.334 3.969
H -2.133 -4.116 5.663
H -1.564 -2.506 5.120
H -0.643 -3.540 6.191
H -3.027 -3.657 3.182
C -3.292 -9.279 -1.790
C -4.721 -9.440 -2.320
C -5.351 -10.674 -1.678
C -5.518 -8.219 -1.822
C -5.253 -6.944 -2.611
C -5.573 -7.260 -4.074
C -4.790 -8.414 -4.672
C -5.486 -8.786 -5.976
C -3.327 -7.977 -4.975
N -4.848 -9.540 -3.760
O -4.283 -10.707 -4.297
H -2.827 -8.330 -2.065
H -3.304 -9.178 -0.698
H -2.622 -10.115 -2.004
H -6.380 -10.851 -1.981
H -4.761 -11.558 -1.934
H -5.278 -10.572 -0.592
H -6.574 -8.481 -1.952
H -5.350 -8.101 -0.751
H -5.956 -6.190 -2.248
H -4.233 -6.567 -2.487
H -5.666 -6.376 -4.704
H -6.605 -7.636 -3.983
H -4.923 -9.522 -6.553
H -5.784 -7.963 -6.625
H -6.405 -9.330 -5.726
H -2.874 -8.522 -5.803
H -2.727 -8.066 -4.072
H -3.399 -6.928 -5.259
H -3.327 -10.536 -4.325
C -6.741 -4.099 1.193
C -5.546 -5.051 1.250
O -4.331 -4.453 0.816
H -6.465 -3.057 1.370
H -7.455 -4.344 1.980
H -7.222 -4.181 0.221
H -5.814 -5.886 0.584
H -5.473 -5.576 2.207
H -3.664 -4.672 1.481
C 0.130 -3.659 -3.403
C 0.447 -5.145 -3.309
O 1.869 -5.359 -3.262
H 0.728 -3.092 -2.689
H -0.939 -3.526 -3.259
H 0.483 -3.325 -4.382
H 0.024 -5.692 -4.154
H 0.099 -5.566 -2.364
H 2.226 -5.502 -4.141
C -3.273 -1.679 -2.150
C -4.095 -2.951 -2.303
O -5.307 -2.807 -1.559
H -3.173 -1.391 -1.104
H -3.709 -0.865 -2.730
H -2.249 -1.830 -2.509
H -3.479 -3.778 -1.939
H -4.386 -3.086 -3.344
H -5.069 -3.141 -0.683
C -9.297 -1.285 -0.164
C -8.864 -1.549 -1.582
O -9.865 -2.283 -2.290
H -10.177 -0.632 -0.159
H -8.589 -0.707 0.438
H -9.553 -2.165 0.428
H -7.922 -2.115 -1.581
H -8.685 -0.647 -2.161
H -10.016 -3.125 -1.851
C -2.760 -4.335 -5.430
C -3.972 -3.852 -6.180
O -3.515 -3.131 -7.316
H -2.872 -4.951 -4.538
H -2.105 -3.520 -5.121
H -2.213 -4.936 -6.164
H -4.623 -3.235 -5.547
H -4.612 -4.686 -6.496
H -4.203 -3.111 -7.986
C -6.886 -1.330 -4.811
C -7.532 -2.703 -4.864
O -8.936 -2.617 -5.021
H -5.801 -1.449 -4.910
H -7.044 -0.880 -3.829
H -7.253 -0.645 -5.571
H -7.342 -3.250 -3.927
H -7.067 -3.358 -5.604
H -9.303 -2.372 -4.161
```



The molecule C17H15BrN2O2 at a distorted geometry. Source: the Open Molecules 2025 dataset; level of theory: ωB97M-V with the def2-TZVPD basis set.

As for the SMILES: CCOc1ccc(NC2=c3c(Br)c(C)ccc3=NC2=O)cc1. As for the max |F|: 5.93 eV Å⁻¹. Its molar mass is 359.22 g/mol. As for the HOMO energy: -7.5 eV. The calculation puts the orbital gap at 0.2008 hartree. The LUMO energy is -0.076 hartree. As for the net charge: 0.

```
37
C17H15BrN2O2 ωB97M-V with the def2-TZVPD basis set
C -2.479 -4.986 1.939
C -2.988 -4.094 3.037
O -3.548 -2.874 2.594
C -2.667 -2.002 1.960
C -1.329 -1.763 2.441
C -0.423 -1.012 1.704
C -0.800 -0.432 0.472
N 0.127 0.235 -0.332
C 0.836 1.413 0.000
C 1.653 2.098 -0.923
C 2.019 1.819 -2.249
Br 1.445 0.138 -3.084
C 2.779 2.774 -3.012
C 3.017 2.607 -4.502
C 3.177 3.935 -2.358
C 2.893 4.155 -1.011
C 2.071 3.232 -0.279
N 1.688 3.343 0.973
C 0.905 2.208 1.217
O 0.613 1.864 2.384
C -2.157 -0.480 0.115
C -3.056 -1.265 0.849
H -1.615 -4.525 1.397
H -3.312 -5.186 1.205
H -2.189 -5.937 2.348
H -3.764 -4.636 3.579
H -2.176 -3.905 3.723
H -1.001 -2.172 3.370
H 0.593 -0.846 2.103
H -0.037 0.096 -1.327
H 2.062 2.445 -5.022
H 3.488 3.487 -4.887
H 3.631 1.749 -4.729
H 3.804 4.688 -2.864
H 3.296 5.047 -0.539
H -2.507 0.091 -0.754
H -4.054 -1.308 0.462
```



A structure of composition C25H45N5O5 at a distorted geometry. Source: the Open Molecules 2025 dataset; level of theory: ωB97M-V with the def2-TZVPD basis set.

The value obtained for the relative energy (zero: lowest compared OMol25 entry of this formula, charge and spin) is 2831.7 kJ/mol. As for the max |F|: 17.11 eV Å⁻¹. Its molar mass is 495.67 g/mol. As for the HOMO energy: -7.8 eV. The calculation puts the orbital gap at 0.2910 hartree. The LUMO energy is 0.003 hartree. As for the net charge: 0.

```
80
C25H45N5O5 ωB97M-V with the def2-TZVPD basis set
C -1.119 -0.396 4.269
C -1.537 -0.251 2.738
O -1.739 -1.300 2.135
C -1.765 1.057 2.207
H -1.090 -1.463 4.490
H -1.877 0.029 4.927
H -0.130 -0.018 4.524
H -2.590 1.571 2.700
H -1.909 1.024 1.127
H -0.842 1.602 2.406
C -0.446 -1.039 0.325
C -0.143 0.379 -0.177
O -0.941 1.253 -0.097
C 1.247 0.598 -0.808
H -0.065 -1.161 1.339
H 0.065 -1.780 -0.289
H -1.524 -1.170 0.233
H 2.046 0.713 -0.077
H 1.085 1.366 -1.565
H 1.361 -0.347 -1.340
C -4.091 0.282 0.793
C -3.885 0.561 -0.748
O -4.351 1.596 -1.213
C -3.012 -0.258 -1.564
H -5.026 -0.247 0.978
H -4.097 1.182 1.409
H -3.207 -0.227 1.176
H -1.942 -0.106 -1.711
H -3.594 -0.326 -2.483
H -3.077 -1.296 -1.238
C 0.809 2.937 0.465
C 2.079 3.576 1.036
O 2.910 2.930 1.685
C 2.051 4.993 0.778
H 0.490 3.533 -0.391
H 0.031 2.864 1.225
H 0.903 1.945 0.024
H 2.837 5.445 1.384
H 1.122 5.413 1.164
H 2.195 5.289 -0.261
C 1.121 0.884 2.113
C 1.882 -0.027 2.990
O 1.435 -1.077 3.350
C 3.161 0.553 3.605
H 0.052 0.885 2.327
H 1.194 0.670 1.047
H 1.475 1.904 2.264
H 2.838 1.193 4.425
H 3.780 1.075 2.875
H 3.705 -0.266 4.075
C 2.444 -3.296 -2.109
C 1.111 -2.710 -1.902
N 0.099 -2.302 -1.696
H 2.328 -4.297 -1.693
H 3.173 -2.837 -1.441
H 2.795 -3.341 -3.140
C -1.168 -0.159 -3.391
C 0.155 0.412 -3.360
N 1.240 0.760 -3.364
H -1.869 0.531 -3.860
H -1.339 0.006 -2.327
H -1.319 -1.156 -3.804
C -1.601 -2.863 -2.921
C -1.907 -2.466 -1.487
N -2.152 -2.177 -0.371
H -0.647 -2.389 -3.154
H -2.423 -2.440 -3.497
H -1.547 -3.951 -2.961
C 2.799 1.287 -2.859
C 2.422 2.650 -2.322
N 2.073 3.654 -1.879
H 2.141 0.460 -2.594
H 3.845 1.059 -2.652
H 2.585 1.387 -3.923
C -0.555 -3.504 0.493
C 0.575 -4.270 -0.029
N 1.508 -4.833 -0.370
H -0.461 -3.051 1.481
H -1.456 -4.111 0.577
H -0.726 -2.599 -0.091
```



| no. | E_tot (Eh) |
| --- | --- |
| 1 | -8242.259226 |
| 2 | -1901.180586 |
| 3 | -1323.726149 |
| 4 | -1136.287305 |
| 5 | -375.999695 |
| 6 | -1898.696673 |
| 7 | -3490.731328 |
| 8 | -1628.375714 |